No. 1
# C9H18ClN2O5Si

3 unconnected molecules or ions with the total composition C9H18ClN2O5Si in a non-equilibrium geometry (wB97M-V/def2-TZVPD, the Open Molecules 2025 dataset).

Calculated values
E_LUMO ... 2.32 eV
HOMO energy ... -4.368 eV

Geometry as ORCA input:
```
! wB97M-V def2-TZVPD RIJCOSX def2/J DEFGRID3
* xyz -1 1
O -0.63124 1.56234 -0.75224
C -1.30519 1.03913 0.05581
Cl -1.72613 -0.68610 -0.13928
C -1.87972 1.64938 1.25486
Si -0.74389 1.55294 2.80409
C 1.06483 1.08924 2.39734
O 1.88459 2.03404 2.49096
O 1.24852 -0.11345 2.04992
H -2.05022 2.69305 1.03677
H -2.81526 1.17130 1.50650
H -0.80427 2.89772 3.42877
H -1.33985 0.55393 3.72651
C 6.48935 0.77425 2.77248
O 7.60587 0.41154 3.12484
N 5.86230 0.34895 1.67366
C 4.52879 0.82152 1.29751
C 6.53615 -0.61901 0.83303
H 5.89616 1.50107 3.34925
H 3.82447 -0.00667 1.25018
H 4.57792 1.31025 0.32069
H 4.14514 1.52712 2.02605
H 6.75488 -1.52876 1.39460
H 7.48343 -0.21745 0.46716
H 5.89369 -0.86052 -0.00927
C -5.57863 -1.77429 -1.81306
O -5.60003 -0.89819 -0.97656
N -5.10866 -1.61070 -3.06563
C -5.09061 -2.68659 -4.03179
C -4.58440 -0.30573 -3.43504
H -5.92444 -2.80370 -1.60941
H -4.06822 -2.90016 -4.35085
H -5.68441 -2.42569 -4.91127
H -5.50889 -3.58562 -3.58431
H -3.75573 -0.03204 -2.78161
H -5.35830 0.45592 -3.33591
H -4.23799 -0.33903 -4.46473
*
```

Atom charges from the Löwdin analysis, given in e for atoms 1 to 6: 0.0499 -0.9053 0.6166 -0.3194 0.7258 -0.8429

---

No. 2
# C9H18F3NOP

2 unconnected molecules or ions with the total composition C9H18F3NOP in a non-equilibrium geometry (wB97M-V/def2-TZVPD, the Open Molecules 2025 dataset).

Calculated values
E_LUMO (spin up / spin down) ... -4.29 / -6.59 eV
Expectation value of S² ... 2.013
HOMO energy (spin up / spin down) ... -10.606 / -12.987 eV

Geometry as ORCA input:
```
! wB97M-V def2-TZVPD RIJCOSX def2/J DEFGRID3
* xyz 1 3
C -0.96188 -1.81045 -1.60076
C -3.45948 -0.79063 0.43495
C -1.42181 -1.31347 1.68540
C -2.15914 1.01729 1.39818
C 3.51530 1.07920 -0.59517
C 2.05814 0.74861 -2.41916
C 1.37157 -0.32389 -0.33651
C -1.98584 -2.00260 -2.73349
C -2.16536 -0.32951 0.76428
N 2.09453 0.82704 -0.96304
O 0.04034 -2.47425 -1.48017
F -1.37896 -1.99556 -3.91240
F -2.82265 -0.96779 -2.67814
F -2.71672 -3.12435 -2.67282
P -1.11117 -0.04373 -0.87572
H -3.48300 -1.85913 -0.01733
H -4.20260 -0.78589 1.24317
H -4.02223 -0.30270 -0.33491
H -2.02322 -1.38195 2.50310
H -0.39749 -0.86164 1.99099
H -1.33812 -2.26020 1.09770
H -1.13994 1.37259 1.52638
H -2.75808 1.66416 0.71414
H -2.50836 0.86929 2.39944
H 3.54783 1.07274 0.53163
H 4.16954 0.28854 -1.05598
H 3.84395 2.05794 -1.08530
H 1.93491 -0.26919 -2.72970
H 0.96269 1.03509 -2.67840
H 2.83175 1.21194 -2.85889
H 1.55363 -0.15445 0.77180
H 1.49403 -1.39029 -0.71929
H 1.53961 1.59232 -0.64335
*
```

Atom charges from the Löwdin analysis, given in e for atoms 1 to 6: -0.5053 -0.1374 -0.0649 -0.1204 0.0006 -0.0189

---

No. 3
# C9H18FN3O4S

2 unconnected molecules or ions with the total composition C9H18FN3O4S in a non-equilibrium geometry (wB97M-V/def2-TZVPD, the Open Molecules 2025 dataset).

Calculated values
E_LUMO ... 0.49 eV
SMILES ... CCCCCN(OC#N)S(=O)(=O)F.CN(C)C=O
HOMO energy ... -9.756 eV

Geometry as ORCA input:
```
! wB97M-V def2-TZVPD RIJCOSX def2/J DEFGRID3
* xyz 0 1
C -0.92113 2.70415 0.48044
C -1.38233 1.23071 0.58054
C -0.85498 0.49145 1.83359
C -0.05086 -0.76848 1.47029
C 1.03083 -1.14413 2.47274
N 2.16967 -0.20729 2.55659
O 2.28121 0.54111 1.33924
C 3.53541 0.69920 1.01093
N 4.54400 1.10178 0.64107
S 2.22414 0.84200 3.88809
O 2.45780 2.15970 3.43194
O 3.07234 0.23208 4.83921
F 0.78773 0.78252 4.46367
H -0.40001 3.02617 1.37725
H -0.21763 2.80525 -0.34435
H -1.76624 3.35501 0.28081
H -1.11231 0.68574 -0.31932
H -2.46946 1.25062 0.63909
H -1.69119 0.23134 2.47670
H -0.19824 1.18921 2.34446
H 0.34335 -0.66230 0.46610
H -0.73795 -1.61088 1.41664
H 1.42783 -2.11955 2.19717
H 0.58247 -1.27395 3.45348
C -1.96347 -1.00778 -4.59638
N -1.13090 -1.33511 -3.45547
C 0.31588 -1.26993 -3.58850
C -1.65015 -1.69866 -2.27121
O -0.99051 -1.98088 -1.28728
H -1.74831 -1.68181 -5.42743
H -1.77779 0.01847 -4.91825
H -3.01291 -1.10621 -4.32842
H 0.75680 -2.24501 -3.38163
H 0.72774 -0.55445 -2.87630
H 0.57203 -0.96281 -4.59869
H -2.75286 -1.71727 -2.26680
*
```

Atom charges from the Löwdin analysis, given in e for atoms 1 to 6: -0.0890 -0.2279 -0.1853 -0.1876 -0.1585 -0.1476

---

No. 4
# C9H18InNO3

A molecular structure, C9H18InNO3 in a non-equilibrium geometry (wB97M-V/def2-TZVPD, the Open Molecules 2025 dataset).

Calculated values
E_LUMO ... -10.42 eV
HOMO energy ... -17.802 eV

Geometry as ORCA input:
```
! wB97M-V def2-TZVPD RIJCOSX def2/J DEFGRID3
* xyz 2 1
C 3.32816 -0.71128 0.92710
C 2.37184 -0.01207 -0.05764
C 2.51737 -0.70668 -1.41812
C 0.96037 -0.10811 0.53116
C -0.09470 0.92156 0.08290
C 0.29802 2.38611 0.25165
C -0.59858 0.65683 -1.34196
O -2.10882 0.49944 -1.11331
N -2.53747 -0.59702 -1.47996
C -3.67948 -1.06177 -0.73779
C -3.70670 -0.56935 0.70412
O -4.41392 0.28823 1.13530
O -2.79518 -1.27206 1.45147
H 4.35226 -0.68876 0.56676
H 3.04794 -1.76743 0.99010
H 3.25743 -0.30037 1.93434
H 2.70959 1.02367 -0.10463
H 1.63091 -0.66928 -2.04761
H 2.74998 -1.76164 -1.27185
H 3.33700 -0.26993 -1.98396
H 1.10385 0.04238 1.62288
H 0.56389 -1.12672 0.40650
H -0.97604 0.77182 0.72828
H 1.13400 2.66560 -0.38590
H -0.54366 3.01328 -0.04926
H 0.50787 2.64198 1.28976
H -0.38898 1.49194 -2.00530
H -0.29643 -0.28451 -1.78278
H -4.60106 -0.75823 -1.25444
H -3.60845 -2.14886 -0.78747
H -3.06525 -1.14913 2.37975
In -0.45572 -0.43963 2.81990
*
```

Atom charges from the Löwdin analysis, given in e for atoms 1 to 6: -0.0526 -0.3862 -0.0332 -0.2748 -0.3769 -0.0157